Entry 1:
This record from the OMol25 dataset describes a molecular structure, C20H25FN6S2Ti at a distorted geometry. The level of theory is ωB97M-V/def2-TZVPD.

```
55
Properties=species:S:1:pos:R:3:forces:R:3
Ti 0.697574 -0.580186 -0.059076 -0.1 0.6 1.6
C 1.918508 0.895788 -5.752170 1.6 -1.0 0.1
C 1.124124 1.552932 -4.652623 -1.4 0.9 -0.7
N 1.801128 1.505055 -3.378161 0.3 1.9 -0.8
C 1.547127 0.567016 -2.486454 -0.2 -2.6 0.9
S 2.427893 0.675570 -0.945697 0.5 0.4 -0.4
N 0.799216 -0.460482 -2.835670 -0.2 0.6 -0.9
N 0.536071 -1.339258 -1.818635 0.6 -0.5 0.7
C 0.440224 -2.671487 -1.992970 -0.1 -0.1 0.0
C 0.184570 -3.236512 -3.346820 0.3 -0.1 -0.1
C 0.645893 -3.451084 -0.799950 -0.5 1.5 -0.3
C 0.714291 -4.856104 -0.698105 0.0 -0.3 0.3
C 0.833517 -5.431170 0.555639 0.0 -0.7 -0.3
C 0.912827 -4.617976 1.706642 -0.1 0.0 0.3
C 0.964102 -3.250119 1.518681 -0.3 -0.4 -0.1
N 0.782707 -2.636128 0.338697 0.4 -1.5 -0.5
H 1.411515 0.802210 -6.704781 -0.4 0.2 -0.1
H 2.204397 -0.143349 -5.441343 -0.3 0.8 -0.2
H 2.881603 1.424794 -5.937931 -0.6 -0.2 0.1
H 0.136503 1.055759 -4.558884 0.7 0.1 0.2
H 0.857014 2.613299 -4.934718 0.6 -0.9 0.5
H 2.353524 2.298392 -3.066811 -0.3 -0.4 -0.2
H -0.106945 -2.435161 -4.031509 -0.1 -0.2 0.2
H -0.569949 -4.035672 -3.328132 0.3 0.2 0.0
H 1.134471 -3.622691 -3.724663 -0.1 -0.3 -0.2
H 0.690254 -5.490109 -1.590811 -0.1 0.4 0.3
H 0.887816 -6.542826 0.636379 -0.1 1.1 0.0
H 0.830206 -5.015925 2.733279 0.4 0.2 -0.8
H 1.082403 -2.589084 2.357911 0.0 0.1 0.2
S -1.585679 -1.817482 2.641231 0.0 0.9 1.4
C -1.791787 -0.659327 3.894316 -0.6 -0.6 -0.6
N -1.046769 -0.424909 4.994642 0.2 0.1 -0.1
C -1.559644 0.661742 5.833581 1.2 0.1 0.3
C -2.831780 1.053034 5.109237 -0.5 1.0 0.4
N -2.844287 0.175939 3.977867 -0.8 -0.2 -1.2
H -0.183199 -0.895309 5.170637 0.1 -0.2 -0.1
H -0.851873 1.524356 5.880344 -0.4 -0.7 -0.1
H -1.719890 0.318064 6.859690 -0.1 0.0 -0.2
H -2.741950 2.113609 4.800550 -0.4 -0.5 0.1
H -3.718523 0.908283 5.747366 0.2 0.2 -0.3
H -3.596748 0.177315 3.287529 0.7 -0.1 0.4
F 0.104766 6.432884 -0.056153 0.0 0.4 -0.1
C -0.107564 5.113225 0.074536 0.0 -1.6 -0.1
C -0.767607 4.396403 -0.924623 -0.2 0.2 0.3
C -0.988826 3.023487 -0.754703 0.8 0.7 0.6
C -0.496107 2.365240 0.390372 -0.2 -0.4 -0.7
C -0.699448 0.906684 0.509565 -0.1 -0.1 -0.3
C 0.232023 3.098943 1.337229 -0.5 -0.9 0.3
C 0.403910 4.449006 1.189976 0.1 1.4 -0.3
H -1.139984 4.929352 -1.798245 0.1 -0.1 0.1
H -1.471217 2.441649 -1.527271 -0.2 0.1 0.0
H -1.567595 0.538355 -0.079253 0.1 0.2 0.7
H -0.697012 0.553881 1.551590 -0.5 0.1 0.0
H 0.600817 2.566734 2.227086 0.0 0.4 -0.4
H 0.943389 5.063348 1.901588 0.0 -0.2 0.1
```
Positions in Å, forces in eV/Å.

Output
LUMO energy (alpha / beta)   0.160 / -0.209 eV
2S+1   3
Orbital gap (alpha / beta)   5.9 / 6.9 eV
Maximum force   0.0532 hartree/bohr
Electronic energy   -2851.33786 Ha

***

Entry 2:
This record from the OMol25 dataset describes 2 unconnected molecules or ions with the total composition C3H8 at a distorted geometry. The level of theory is ωB97M-V/def2-TZVPD.

```
11
Properties=species:S:1:pos:R:3:forces:R:3
C -2.405316 -0.390074 1.544154 -2.4 -1.5 -1.8
H -1.626721 -0.250295 2.228835 0.7 0.3 1.5
H -3.440569 -0.739353 1.968185 2.1 1.1 -0.4
H -2.509405 0.526907 0.908104 0.0 -1.0 0.5
H -2.079413 -1.283432 0.936515 -0.3 1.1 0.2
C 2.147986 0.144276 -0.939568 0.5 1.2 -0.7
C 0.817663 0.369303 -1.017757 2.5 0.6 1.6
H 2.953548 0.921584 -0.731218 -1.3 -0.8 -0.9
H 2.519569 -0.829922 -1.227672 0.1 -0.4 0.9
H 0.513830 1.424058 -0.953814 -0.6 -0.8 0.3
H 0.307169 -0.510574 -0.649913 -1.2 0.1 -1.2
```
Positions in Å, forces in eV/Å.

Output
LUMO energy   1.133 eV
2S+1   1
SMILES   C=C.C
Orbital gap   10.9 eV
Maximum force   0.0656 hartree/bohr
Electronic energy   -119.02211 Ha
Energy relative to the best compared isomer or geometry (same formula, charge and spin)   192.6 kJ/mol